*1*
{"formula": "C4H6OS", "method": "ωB97M-V/def2-TZVPD", "elements": ["H", "C", "H", "C", "O", "C", "C", "S", "H", "H", "H", "H"], "positions_angstrom": [[-0.57126, -1.60756, 0.33204], [-0.13078, 0.25774, 1.20936], [1.17026, -1.49152, 0.80750], [-0.42988, 0.82829, -0.86933], [-1.00447, 0.96058, 0.35765], [0.32493, -0.95319, 0.45646], [0.46921, -0.40937, -0.96041], [1.13911, -1.04981, -2.24009], [0.27665, 1.62770, -1.09982], [0.68939, 0.90115, 1.57561], [-0.75230, 0.03098, 2.08845], [-1.18086, 0.90500, -1.65742]], "charge": 0, "multiplicity": 1, "smiles": "S=C1CCOC1"}

---

*2*
{"formula": "C4H6OS", "method": "ωB97M-V/def2-TZVPD", "elements": ["H", "C", "C", "H", "H", "C", "C", "H", "S", "H", "H", "O"], "positions_angstrom": [[-1.45033, -0.78197, 1.85327], [-0.96969, -1.07174, 0.91991], [-0.51227, -0.09415, -0.12398], [2.17054, 2.02627, 0.02291], [-0.26229, -1.81562, 1.21892], [0.67760, 0.56018, -0.26882], [1.87119, 1.07726, -0.32963], [-0.83611, 0.19647, -3.24222], [-1.47993, -0.80347, -2.49076], [-1.74390, -1.70325, 0.56369], [2.64195, 0.56209, -1.00091], [-1.50194, 0.21162, -1.13680]], "charge": 0, "multiplicity": 1, "smiles": "C=C=C(C)OS"}

---

Structures ranked by computed energy, the most stable listed first: *1*, *2*.

---

*1*
{"formula": "CH14N2O4", "method": "ωB97M-V/def2-TZVPD", "elements": ["H", "H", "H", "H", "H", "H", "O", "N", "O", "H", "H", "N", "O", "H", "H", "H", "H", "H", "O", "C", "H"], "positions_angstrom": [[3.50933, 1.55156, -2.04857], [1.52007, -0.48138, -0.59242], [3.89211, 0.13749, -2.64195], [3.08434, 1.44104, 0.84029], [-1.34688, -0.70444, 0.37073], [-0.29248, -1.52819, -0.69164], [-3.65313, -2.40614, 0.93948], [0.13447, 1.28488, -0.56416], [2.85355, 1.41958, 1.74350], [-2.46902, 0.53236, 0.42661], [-3.07636, -3.21724, 0.78157], [-0.33939, -1.02927, 0.12618], [-3.04486, 0.66658, -0.35207], [-0.63661, 1.03666, -1.19796], [3.21264, 0.56724, 1.87638], [-0.50637, 1.63191, 0.19332], [0.97194, 0.14452, 1.08615], [-4.53791, -2.57100, 1.29358], [3.83162, 0.68175, -1.73009], [0.72258, 0.03492, 0.01001], [-3.82966, 0.80718, 0.13107]], "charge": 0, "multiplicity": 1, "smiles": "NCN.O.O.O.O"}

---

*2*
{"formula": "CH14N2O4", "method": "ωB97M-V/def2-TZVPD", "elements": ["H", "O", "C", "H", "H", "H", "H", "H", "N", "O", "H", "H", "H", "H", "H", "O", "H", "N", "H", "H", "O"], "positions_angstrom": [[1.22207, -2.59951, -1.36690], [0.87865, -1.76101, -1.04895], [-0.91961, 1.98260, -0.48872], [1.16734, 1.46268, 1.27492], [1.57725, -1.43384, -0.41808], [-0.27868, 0.09748, -0.57833], [-0.99165, 2.23649, 0.56883], [-2.43961, 1.46067, -1.81186], [-2.20934, 1.42341, -0.84227], [2.36625, -1.20510, 1.01844], [1.98599, -0.32372, 1.22874], [-1.22548, -1.41294, -0.84503], [2.05680, -1.78534, 1.71879], [-2.52371, 0.59027, -0.37317], [-2.08240, -2.58847, -0.81332], [1.37922, 1.09536, 2.15168], [0.49010, 0.93511, 2.49304], [0.15319, 0.98998, -0.58892], [0.83110, 1.07420, -1.33055], [-0.84103, 2.90413, -1.04913], [-2.00753, -1.73474, -0.36572]], "charge": 0, "multiplicity": 1, "smiles": "NCN.O.O.O.O"}

---

*3*
{"formula": "CH14N2O4", "method": "ωB97M-V/def2-TZVPD", "elements": ["O", "H", "N", "H", "H", "H", "H", "O", "H", "H", "H", "C", "O", "H", "O", "H", "N", "H", "H", "H", "H"], "positions_angstrom": [[0.70524, 1.13492, 1.64533], [-1.32116, -1.95696, 2.80787], [-0.21736, -1.01687, -2.07098], [0.77906, 0.75555, -2.97188], [1.01944, -2.76926, 0.77994], [0.11287, 1.79587, 1.14310], [-0.92660, 3.49973, -0.10020], [0.36419, -2.00905, 0.58429], [-1.95684, 0.48178, 0.57554], [-0.01029, -1.54313, -1.20747], [-1.94467, 0.11721, -0.15388], [0.37341, 0.37228, -1.97358], [-0.59646, -1.38480, 2.83833], [0.30995, 0.75742, 2.38186], [-0.77169, 2.51827, -0.09254], [-0.15347, -1.49772, 1.93173], [1.48975, 0.37422, -1.02237], [-0.41043, 1.06089, -1.65850], [0.41560, -1.47658, -2.73001], [1.28926, -0.40675, -0.33958], [1.45021, 1.19298, -0.36700]], "charge": 0, "multiplicity": 1}

---

Structures ranked by computed energy, the most stable listed first: *2*, *1*, *3*.

---

*1*
{"formula": "C7H10N2", "method": "ωB97M-V/def2-TZVPD", "elements": ["H", "C", "N", "H", "H", "C", "H", "H", "H", "H", "C", "H", "C", "C", "N", "C", "C", "H", "H"], "positions_angstrom": [[-1.52186, 0.88460, -1.57869], [0.10273, -0.06340, 2.12160], [1.22028, 0.53769, 2.08976], [0.63001, 1.56209, -0.26174], [-1.68666, -1.87790, -0.52615], [0.48682, -0.27630, -1.39088], [-0.68650, 0.87009, 0.48707], [-0.15558, -0.38944, 3.11111], [2.42248, 1.83700, 1.13638], [-2.73870, -0.40712, -0.31698], [-0.59083, -0.26865, 0.69527], [1.38372, -1.18131, 0.49127], [-1.06249, -0.06730, -1.57669], [0.63072, -0.63450, -0.03370], [2.19011, 0.72797, 0.94701], [-1.68478, -0.74351, -0.36353], [1.26568, 0.68628, -0.19580], [1.13418, -0.70444, -2.26298], [-1.33932, -0.49184, -2.57232]], "charge": 0, "multiplicity": 1, "smiles": "C1=NN[C@H]2[C@@H]3CC[C@@H]1[C@@H]32"}

---

*2*
{"formula": "C7H10N2", "method": "ωB97M-V/def2-TZVPD", "elements": ["H", "H", "H", "H", "C", "C", "H", "N", "C", "H", "H", "H", "C", "C", "C", "H", "C", "N", "H"], "positions_angstrom": [[-1.95125, 1.96831, -0.72764], [-3.17412, -0.33589, -0.78529], [-1.65766, 1.86503, 0.88430], [1.57281, 0.03800, -2.02382], [-1.45714, -1.26180, 0.04339], [-1.50312, 1.26501, -0.08620], [1.99340, -1.96756, -0.19453], [-2.35870, -0.05330, -0.00468], [-0.13288, 0.61374, -0.17481], [1.71272, 2.06843, -0.23163], [-1.42822, -1.70944, 1.02792], [-1.86071, -1.97440, -0.63809], [1.31347, 0.96123, -0.11179], [1.49809, -0.98124, -0.13489], [1.75627, 0.08066, 1.02288], [1.06313, 0.05857, 1.87017], [-0.08169, -0.71115, -0.19148], [1.92806, -0.01949, -1.03796], [2.76753, 0.09531, 1.49416]], "charge": 0, "multiplicity": 1}

---

*3*
{"formula": "C7H10N2", "method": "ωB97M-V/def2-TZVPD", "elements": ["H", "C", "H", "N", "N", "H", "H", "C", "H", "C", "H", "C", "H", "C", "C", "H", "C", "H", "H"], "positions_angstrom": [[1.55401, -0.14148, 2.36203], [-0.52790, 1.12712, -1.21099], [-2.00411, 1.83014, 0.44355], [-0.31295, -0.23360, -1.69610], [2.00690, -0.72575, 0.37266], [2.71496, 0.08009, 0.38831], [-2.62720, -0.61860, -0.07104], [-1.33676, 1.11514, 0.11985], [-0.12000, -1.92371, -0.25866], [0.20506, 1.19207, 0.17956], [-0.44797, 1.93948, -1.97151], [1.24602, -0.81052, 1.61820], [-1.53428, -0.74888, 1.38317], [-1.63169, -0.39466, 0.37192], [-0.32827, -0.86574, -0.35468], [-0.88654, -0.62222, -2.43440], [0.66537, -0.24390, 0.43936], [0.71318, 2.04670, 0.54970], [1.02932, -1.84319, 1.89365]], "charge": 0, "multiplicity": 1, "smiles": "C1[C@@H]2[C@@H]3N[C@H]1[C@]1(CN1)[C@H]23"}

---

Structures ranked by computed energy, the most stable listed first: *3*, *2*, *1*.